Formula: C5H15NS
Source: the Open Molecules 2025 dataset
Level of theory: the ωB97M-V functional and the def2-TZVPD basis

Geometry as ORCA input:
```
! RIJCOSX wB97M-V def2-TZVPD def2/J DEFGRID3
* xyz 0 1
C 2.458 -1.820 2.574
C 2.095 -1.380 1.170
S 0.282 -1.230 0.939
H 2.194 -2.875 2.722
H 1.918 -1.248 3.330
H 3.524 -1.743 2.809
H 2.481 -2.049 0.393
H 2.536 -0.407 0.943
C -0.579 1.290 -0.918
C -1.856 0.602 -1.332
C -3.043 1.017 -0.464
N 0.552 0.828 -1.792
H -0.749 2.354 -1.145
H -0.316 1.127 0.127
H -1.706 -0.475 -1.303
H -2.093 0.851 -2.368
H -2.890 0.570 0.535
H -3.103 2.102 -0.375
H -3.972 0.625 -0.871
H 0.595 -0.344 -0.488
H 0.260 0.845 -2.762
H 1.410 1.361 -1.725
*
```

Properties
HOMO energy in eV: -8.118
Energy above the lowest of the compared OMol25 structures with the same formula, charge and spin in kcal per mole: 28.1
E in hartree: -652.3877
Strongest force on any atom in eV/Å: 3.382
Frontier orbital gap in eV: 8.96
LUMO in eV: 0.8